(1)
Density functional theory data (ωB97M-V/def2-TZVPD) for a molecular structure, C16H6ClIN3O8Pt.

Geometry (Å):
Pt: 0.4321 -0.1819 -0.0180
Cl: 0.3924 6.8330 0.5304
C: 0.7579 5.1758 0.1158
C: 1.8282 4.9029 -0.6851
C: 2.1526 3.5806 -1.0363
I: 3.7994 3.2112 -2.2538
C: 1.4100 2.4966 -0.5937
O: 1.6715 1.2576 -0.8821
C: 0.2860 2.8093 0.2414
N: -0.4402 1.7406 0.6660
C: -1.4811 1.9144 1.4382
C: -1.8838 3.1943 1.8580
C: -1.1779 4.2868 1.4469
C: -0.0516 4.1258 0.6086
H: 2.4360 5.7177 -1.0543
H: -2.0212 1.0222 1.7328
H: -2.7492 3.2951 2.4982
H: -1.4673 5.2832 1.7542
O: 0.7514 -3.8400 1.7797
C: 0.1677 -2.9708 1.1579
O: 0.3615 -1.6976 1.3736
C: -0.8941 -3.3696 0.1613
C: -1.3337 -4.6802 0.2160
C: -2.3304 -5.1429 -0.6266
C: -2.9168 -4.2999 -1.5619
C: -2.4731 -3.0166 -1.6120
C: -1.4551 -2.4740 -0.7853
O: -1.1328 -1.2439 -0.9784
N: -3.0847 -2.0987 -2.5913
O: -2.6361 -2.0982 -3.7189
O: -3.9917 -1.3901 -2.2053
N: -2.7830 -6.5214 -0.5434
O: -3.6954 -6.8701 -1.2790
O: -2.3217 -7.2295 0.3329
H: -0.8760 -5.3422 0.9369
H: -3.6930 -4.6620 -2.2208

Summary:
Net charge = -1
Orbital gap (alpha / beta) = 0.2631 / 0.2649 hartree
Spin multiplicity = 3
Calculated total energy = -61405.946 eV

Löwdin atomic charge list, values in e, 6 entries: Pt 1.31; Cl 0.66; C -0.61; C -0.18; C -0.65; I 0.90

***

(2)
Density functional theory data (ωB97M-V/def2-TZVPD) for C17H25FN2O3S2 in the gas phase in a non-equilibrium geometry.

Geometry (Å):
C: 4.7591 1.8876 -1.5876
S: 4.5011 2.2342 0.1630
O: 5.7716 2.4874 0.7736
O: 3.4939 3.2399 0.3188
N: 3.8485 0.8129 0.8213
C: 2.4359 0.8575 1.0955
C: 1.5866 0.5760 -0.1447
O: 2.0503 0.5807 -1.2678
N: 0.2945 0.3137 0.1222
C: -0.7039 0.1930 -0.9152
C: -1.7245 1.3204 -0.8175
S: -2.7000 1.2167 0.7294
C: -4.3143 0.5921 0.1059
C: -5.3323 0.7312 1.2301
C: -6.7018 0.2419 0.7656
C: -6.6199 -1.2071 0.2961
C: -5.5939 -1.3420 -0.8242
C: -4.2223 -0.8529 -0.3611
C: 4.4779 -0.4059 0.5952
C: 5.8710 -0.4577 0.4920
C: 6.5195 -1.6600 0.2889
C: 5.8125 -2.8478 0.1900
C: 4.4387 -2.7826 0.3042
F: 3.7151 -3.9211 0.2180
C: 3.7577 -1.5967 0.5019
H: 5.5703 1.1790 -1.6819
H: 5.0078 2.8299 -2.0579
H: 3.8301 1.4862 -1.9730
H: 2.2230 1.8821 1.4119
H: 2.1939 0.1730 1.9128
H: -0.0615 0.4164 1.0616
H: -1.2002 -0.7784 -0.8232
H: -0.1766 0.2398 -1.8718
H: -1.2157 2.2840 -0.8002
H: -2.4211 1.2947 -1.6528
H: -4.5890 1.2467 -0.7274
H: -4.9992 0.1389 2.0853
H: -5.3889 1.7738 1.5480
H: -7.4172 0.3310 1.5847
H: -7.0526 0.8712 -0.0559
H: -7.5981 -1.5414 -0.0546
H: -6.3280 -1.8440 1.1339
H: -5.5198 -2.3833 -1.1429
H: -5.9165 -0.7507 -1.6849
H: -3.5078 -0.9442 -1.1825
H: -3.8711 -1.4720 0.4677
H: 6.4359 0.4526 0.5983
H: 7.5960 -1.6743 0.2143
H: 6.3022 -3.7948 0.0347
H: 2.6829 -1.6273 0.5621

Summary:
ΔE to the lowest compared entry with this formula, charge and spin = 0.7 kJ/mol
SMILES = CS(=O)(=O)N(CC(=O)NCCSC1CCCCC1)c1cccc(F)c1
Orbital gap = 0.3405 hartree
Spin multiplicity = 1
Calculated total energy = -51546.086 eV

Löwdin atomic charge list, values in e, 6 entries: C -0.09; S 0.66; O -0.29; O -0.29; N -0.15; C -0.11